Record 1
The following is a DFT calculation (ωB97M-V/def2-TZVPD) of a cluster of 3 separate species, C2H12NO2 in total.

Calculated values
* total charge: +1
* relative energy (zero: lowest compared OMol25 entry of this formula, charge and spin): 15.9 kcal/mol
* frontier orbital gap: 12.499 eV

CARTESIAN COORDINATES (ANGSTROEM)
C1 0.13266 -1.88275 1.62444
C2 0.45003 -0.56962 0.92952
N1 -0.15370 -0.47796 -0.44530
H1 0.08148 -1.72901 2.70618
H2 -0.81512 -2.32213 1.28964
H3 0.84879 -2.69745 1.55012
H4 0.07433 0.25989 1.50357
H5 1.51646 -0.34783 1.01593
H6 -0.75502 0.34025 -0.43337
H7 -0.63498 -1.33652 -0.67234
H8 0.55810 -0.26564 -1.14750
H9 0.59430 2.70500 0.57330
H10 1.62631 2.36067 -0.50339
O1 0.75245 2.11882 -0.17647
H11 -1.03635 1.97274 -2.77741
H12 -2.08547 0.81996 -2.51600
O2 -1.15427 1.05160 -2.52095

For reference, the Löwdin charges in units of e are:
1. C -0.07
2. C -0.21
3. N 0.17
4. H 0.09
5. H 0.08
6. H 0.08
7. H 0.11
8. H 0.13
9. H 0.12
10. H 0.16
11. H 0.16
12. H 0.07
13. H 0.07
14. O -0.04
15. H 0.06
16. H 0.06
17. O -0.05

Record 2
The following is a DFT calculation (ωB97M-V/def2-TZVPD) of an isolated molecule of C16H20ClNO6S.

Calculated values
* structure (SMILES): CCN(CC)S(=O)(=O)c1ccc(Cl)c(C(=O)O[C@@H]2C[C@H](C)OC2=O)c1
* frontier orbital gap: 9.360 eV

CARTESIAN COORDINATES (ANGSTROEM)
C1 2.79583 4.15165 -1.09332
C2 2.71746 3.16513 0.06936
N1 1.84091 3.57664 1.14352
C3 2.18177 4.76741 1.90631
C4 2.07577 4.49188 3.40148
S1 0.22277 3.28485 0.86139
O1 -0.13337 3.48287 -0.51454
O2 -0.53299 3.96862 1.86572
C5 0.17358 1.51766 1.19547
C6 0.50003 1.06689 2.46269
C7 0.47222 -0.28752 2.73266
C8 0.13307 -1.19583 1.73274
Cl1 0.09073 -2.85844 2.14330
C9 -0.19510 -0.74231 0.45157
C10 -0.60531 -1.61615 -0.68090
O3 -1.30825 -1.23930 -1.58425
O4 -0.07837 -2.84302 -0.62268
C11 -0.49520 -3.75572 -1.62767
C12 0.00970 -3.46358 -3.03835
C13 -1.25014 -3.53660 -3.92894
C14 -1.48213 -2.26640 -4.73488
O5 -2.36490 -3.73775 -3.05784
C15 -2.03623 -3.75663 -1.77781
O6 -2.81117 -3.82292 -0.87233
C16 -0.18192 0.63175 0.20432
H1 1.80223 4.29945 -1.50643
H2 3.44976 3.75798 -1.86721
H3 3.18646 5.11078 -0.76217
H4 2.32655 2.20878 -0.28737
H5 3.71187 2.99244 0.49471
H6 1.51105 5.58949 1.63863
H7 3.20440 5.05272 1.65113
H8 2.39936 5.36572 3.96115
H9 2.70269 3.64603 3.67419
H10 1.04260 4.27527 3.65579
H11 0.75973 1.78441 3.22365
H12 0.70870 -0.65868 3.71735
H13 -0.17814 -4.73304 -1.25126
H14 0.76431 -4.18055 -3.35466
H15 0.44006 -2.46336 -3.07903
H16 -1.21556 -4.40865 -4.59349
H17 -2.40064 -2.35546 -5.30768
H18 -0.65097 -2.10134 -5.41482
H19 -1.57522 -1.42316 -4.05487
H20 -0.45664 1.00355 -0.77138

For reference, the Löwdin charges in units of e are:
1. C -0.07
2. C -0.26
3. N -0.27
4. C -0.25
5. C -0.08
6. S 0.68
7. O -0.28
8. O -0.27
9. C -0.25
10. C -0.03
11. C -0.07
12. C -0.57
13. Cl 0.79
14. C -0.10
15. C -0.43
16. O 0.15
17. O 0.00
18. C -0.16
19. C -0.04
20. C -0.32
21. C -0.02
22. O 0.08
23. C -0.46
24. O 0.16
25. C 0.02
26. H 0.06
27. H 0.08
28. H 0.07
29. H 0.11
30. H 0.12
31. H 0.12
32. H 0.12
33. H 0.07
34. H 0.08
35. H 0.06
36. H 0.11
37. H 0.11
38. H 0.17
39. H 0.12
40. H 0.13
41. H 0.15
42. H 0.08
43. H 0.09
44. H 0.08
45. H 0.13

Record 3
The following is a DFT calculation (ωB97M-V/def2-TZVPD) of a structure of composition C19H28CdNO4.

Calculated values
* total charge: -1
* relative energy (zero: lowest compared OMol25 entry of this formula, charge and spin): 76.6 kcal/mol
* frontier orbital gap (alpha / beta): 5.106 / 5.728 eV

CARTESIAN COORDINATES (ANGSTROEM)
O1 -2.41053 -1.32061 -0.96791
C1 -2.41126 -2.75058 -1.42092
C2 -3.85756 -2.83085 -1.90017
H1 -2.20339 -3.42581 -0.57585
H2 -1.75082 -2.98371 -2.27675
C3 -3.82545 -1.34703 -1.42554
H3 -4.54298 -3.47781 -1.33570
H4 -3.92505 -2.96808 -2.98314
C4 -4.78225 -1.13100 -0.24926
H5 -4.55798 -1.81551 0.58969
H6 -5.82137 -1.33433 -0.55793
H7 -4.71800 -0.08335 0.08206
C5 -4.02652 -0.35155 -2.58684
H8 -3.17056 -0.37294 -3.27098
H9 -4.09466 0.66019 -2.16951
H10 -4.93247 -0.56200 -3.17885
Cd1 -0.55694 1.23593 0.65419
C6 3.01734 3.94205 1.03377
C7 3.46516 2.67595 1.46444
C8 2.81928 1.70320 0.65394
H11 4.21833 2.45566 2.20931
C9 1.83431 2.37351 -0.18038
C10 1.99762 3.76122 0.03564
H12 1.52008 4.57358 -0.53195
H13 3.39311 4.91966 1.36961
H14 3.28487 0.76063 0.40548
H15 1.42113 1.87952 -1.05753
C11 0.98409 3.61276 3.81397
C12 -0.02795 4.26900 3.05107
C13 -0.96350 3.29811 2.62676
H16 -0.09785 5.34687 2.90533
C14 -0.52458 2.00179 3.08506
C15 0.67280 2.24319 3.85588
H17 1.20521 1.50846 4.45104
H18 1.82316 4.09677 4.30655
H19 -1.87158 3.50859 2.06712
H20 -1.10754 1.07438 3.19610
O2 1.20868 -3.98426 -1.98498
C16 0.87316 -2.57407 -2.05248
C17 2.16188 -1.68087 -1.96557
H21 0.17646 -2.35940 -1.20942
H22 0.29019 -2.39223 -2.96016
C18 3.23330 -2.65736 -1.43925
H23 2.06549 -0.75504 -1.37662
H24 2.50596 -1.36544 -2.96761
C19 2.46728 -3.99573 -1.27490
H25 3.66611 -2.30237 -0.49536
H26 4.03567 -2.73059 -2.19818
H27 2.17198 -4.15358 -0.20615
H28 3.01302 -4.87659 -1.63906
O3 3.02179 0.56334 2.83183
N1 2.00497 -0.04910 2.49254
O4 1.62837 0.16747 1.25757

For reference, the Löwdin charges in units of e are:
1. O -0.17
2. C -0.17
3. C -0.09
4. H 0.12
5. H 0.10
6. C -0.57
7. H 0.11
8. H 0.11
9. C -0.03
10. H 0.09
11. H 0.09
12. H 0.08
13. C -0.03
14. H 0.09
15. H 0.08
16. H 0.08
17. Cd 1.07
18. C -0.12
19. C -0.12
20. C -0.19
21. H 0.09
22. C -0.25
23. C -0.13
24. H 0.09
25. H 0.09
26. H 0.10
27. H 0.04
28. C -0.16
29. C -0.18
30. C -0.28
31. H 0.07
32. C -0.34
33. C -0.19
34. H 0.07
35. H 0.08
36. H 0.04
37. H 0.04
38. O -0.16
39. C -0.19
40. C -0.14
41. H 0.10
42. H 0.11
43. C -0.16
44. H 0.09
45. H 0.10
46. C -0.20
47. H 0.11
48. H 0.10
49. H 0.12
50. H 0.11
51. O -0.12
52. N -0.17
53. O -0.36

Record 4
The following is a DFT calculation (ωB97M-V/def2-TZVPD) of a cluster of 15 separate species, C78H79N11O26 in total.

Calculated values
* frontier orbital gap: 8.464 eV

CARTESIAN COORDINATES (ANGSTROEM)
C1 1.56417 1.38154 4.68888
C2 0.94409 0.71114 5.71755
C3 1.64425 0.27192 6.81295
C4 3.00497 0.60999 6.89156
C5 3.63730 1.26004 5.84085
C6 2.91266 1.65452 4.72693
N1 3.74051 0.28486 8.11829
O1 4.80993 0.83242 8.30979
O2 3.19675 -0.45328 8.91811
H1 1.04739 1.68895 3.78785
H2 -0.11311 0.54326 5.56227
H3 1.18968 -0.35170 7.56809
H4 4.66520 1.59650 5.84026
H5 3.41540 2.16180 3.91693
C7 -5.73187 -3.46394 -6.80221
C8 -4.39057 -3.81745 -6.86302
C9 -3.52395 -3.51305 -5.85146
C10 -3.98860 -2.85462 -4.67950
C11 -5.28220 -2.36473 -4.70230
C12 -6.14141 -2.67548 -5.72457
N2 -3.09968 -2.67516 -3.55753
O3 -3.50546 -2.04777 -2.59797
O4 -2.03545 -3.27292 -3.57195
H6 -6.40002 -3.82578 -7.56997
H7 -4.06959 -4.41703 -7.70517
H8 -2.48744 -3.79751 -5.95951
H9 -5.63460 -1.78413 -3.85923
H10 -7.19005 -2.41017 -5.72513
C13 0.67190 -0.13174 -1.30808
C14 1.26227 0.26994 -0.13840
C15 0.72929 -0.09377 1.10680
C16 -0.36805 -0.94943 1.10193
C17 -0.97665 -1.37691 -0.08502
C18 -0.50233 -0.86704 -1.30607
N3 -0.98244 -1.41403 2.36265
O5 -0.43203 -1.16558 3.41156
O6 -2.04630 -2.01249 2.29933
H11 1.07950 0.22619 -2.24499
H12 2.12644 0.91865 -0.14738
H13 1.28605 0.18046 1.99106
H14 -1.92749 -1.89147 -0.06779
H15 -1.04052 -1.15240 -2.19925
C19 4.03221 7.27540 0.66265
C20 3.31471 6.88500 -0.43387
C21 2.47079 5.77047 -0.34287
C22 2.48960 4.98454 0.79007
C23 3.38361 5.28376 1.80617
C24 4.13376 6.45641 1.77304
N4 1.63260 3.80167 0.87147
O7 1.07180 3.41432 -0.11931
O8 1.53700 3.25621 1.96708
H16 4.62543 8.18041 0.61445
H17 3.25750 7.52503 -1.30276
H18 1.89576 5.48094 -1.21316
H19 3.45953 4.62175 2.65769
H20 4.74173 6.61580 2.65155
C25 -1.86137 3.78924 -1.86469
C26 -1.10348 2.78069 -2.47047
C27 -1.71109 1.92168 -3.33704
C28 -3.07776 2.05232 -3.61909
C29 -3.82386 3.05217 -3.00905
C30 -3.23562 3.90404 -2.09805
N5 -3.75454 1.13739 -4.54692
O9 -3.13447 0.23909 -5.07748
O10 -4.95202 1.30316 -4.70260
H21 -1.39151 4.47836 -1.17451
H22 -0.04370 2.82532 -2.26340
H23 -1.25739 1.04314 -3.78268
H24 -4.89292 3.13747 -3.15671
H25 -3.83383 4.62945 -1.56676
C31 5.53703 3.66600 -0.70361
C32 5.42979 2.29356 -0.47210
C33 6.54472 1.54541 -0.10264
C34 7.76529 2.17906 0.08453
C35 7.88092 3.53138 -0.21004
C36 6.76623 4.28738 -0.54205
N6 8.96488 1.43572 0.45699
O11 10.03356 2.00201 0.43441
O12 8.81987 0.24680 0.70164
H26 4.66173 4.17835 -1.08238
H27 4.46512 1.81097 -0.54902
H28 6.51110 0.46742 -0.03467
H29 8.80646 4.04574 0.01030
H30 6.80873 5.36756 -0.57371
C37 2.66460 -4.13206 3.69702
C38 3.87600 -4.36627 3.08523
C39 4.66980 -3.27919 2.76217
C40 4.36739 -1.96338 3.11302
C41 3.12666 -1.76153 3.71745
C42 2.26719 -2.83037 4.01739
N7 5.24360 -0.89282 2.62902
O13 6.22613 -1.20017 2.00354
O14 4.96577 0.27323 2.90971
H31 1.97212 -4.94807 3.86071
H32 4.19824 -5.37428 2.86709
H33 5.56902 -3.42171 2.17402
H34 2.81530 -0.74731 3.93113
H35 1.31978 -2.69911 4.51807
C43 5.15226 0.30918 -4.60835
C44 4.07776 0.35108 -3.70543
C45 3.45365 1.51029 -3.35288
C46 3.91690 2.70680 -3.88361
C47 4.92590 2.69879 -4.82262
C48 5.50281 1.49382 -5.22629
N8 3.28558 3.97115 -3.46900
O15 2.20472 3.93889 -2.91371
O16 3.92100 5.00281 -3.61961
H36 5.55649 -0.64188 -4.92521
H37 3.69520 -0.51980 -3.18827
H38 2.69657 1.51591 -2.58157
H39 5.30677 3.60200 -5.27841
H40 6.36276 1.53439 -5.88093
C49 -1.72160 0.61936 7.84030
C50 -2.34891 1.69110 7.21407
C51 -3.07480 1.51573 6.02539
C52 -3.17245 0.24006 5.49310
C53 -2.57314 -0.86677 6.10753
C54 -1.87229 -0.64745 7.28066
N9 -4.00007 0.10231 4.28461
O17 -4.26250 1.07387 3.60768
O18 -4.30961 -1.02813 3.95158
H41 -1.21726 0.84535 8.76880
H42 -2.25898 2.67338 7.65658
H43 -3.57863 2.31247 5.49784
H44 -2.63163 -1.86155 5.69300
H45 -1.53157 -1.55410 7.76502
C55 -5.53904 0.06663 0.85742
C56 -6.64478 0.80928 1.31910
C57 -7.40264 1.49883 0.39579
C58 -7.01468 1.47137 -0.96054
C59 -5.94450 0.74699 -1.43442
C60 -5.17299 0.07602 -0.48775
N10 -7.87441 2.23819 -1.90010
O19 -9.00368 2.53568 -1.56948
O20 -7.34203 2.63112 -2.92372
H46 -4.92478 -0.57098 1.47800
H47 -6.96232 0.75853 2.35065
H48 -8.19869 2.13252 0.75740
H49 -5.63841 0.79048 -2.47088
H50 -4.21291 -0.38905 -0.66837
C61 -4.16193 -4.83713 -0.60636
C62 -4.04832 -4.24962 0.65229
C63 -5.13941 -3.62152 1.22639
C64 -6.36554 -3.58872 0.53033
C65 -6.47515 -4.19551 -0.72841
C66 -5.35255 -4.78606 -1.30701
N11 -7.59109 -3.10762 1.20084
O21 -8.62719 -3.15949 0.57169
O22 -7.50584 -2.72178 2.35079
H51 -3.27338 -5.30225 -1.01147
H52 -3.09222 -4.30299 1.15267
H53 -5.08767 -3.01440 2.12138
H54 -7.45295 -4.17819 -1.18832
H55 -5.39717 -5.19398 -2.30768
C67 5.26321 -2.89943 -1.29098
C68 4.16238 -2.03887 -0.72557
O23 4.34175 -0.88115 -0.44180
C69 2.88291 -2.77263 -0.48092
H56 6.13681 -2.28302 -1.51060
H57 4.99208 -3.36147 -2.24243
H58 5.56612 -3.67165 -0.58319
H59 2.04635 -2.42252 -1.08662
H60 2.56161 -2.62179 0.55566
H61 2.97590 -3.85813 -0.51263
C70 0.17590 -4.92856 -1.66661
C71 -0.44400 -5.34269 -0.33431
O24 -1.10324 -6.34955 -0.18161
C72 -0.01187 -4.52486 0.85982
H62 -0.29032 -5.59214 -2.39766
H63 1.25414 -5.05743 -1.72666
H64 -0.13717 -3.90549 -1.87992
H65 0.46472 -3.59849 0.53894
H66 0.71358 -5.05913 1.47344
H67 -0.86543 -4.21388 1.46400
C73 -1.99484 2.17780 1.49261
C74 -2.59175 3.55646 1.59932
O25 -1.89669 4.44748 2.06438
C75 -4.06550 3.70443 1.32777
H68 -0.93152 2.32231 1.29182
H69 -2.42248 1.67071 0.62461
H70 -2.06269 1.58663 2.40503
H71 -4.35899 3.40570 0.32062
H72 -4.38818 4.72836 1.51855
H73 -4.70314 3.08864 1.96688
C76 0.00510 -2.14828 -6.27314
C77 1.04714 -1.77740 -5.23491
O26 0.77083 -0.89439 -4.44168
C78 2.38141 -2.48728 -5.22283
H74 0.23750 -1.90578 -7.30936
H75 -0.89309 -1.56699 -6.05500
H76 -0.30336 -3.18285 -6.11129
H77 2.97795 -1.89509 -5.92047
H78 2.31651 -3.53800 -5.49588
H79 2.82419 -2.40710 -4.23097

Results of the Löwdin charge analysis, in e, for atoms 1 through 99:
1. C -0.08
2. C -0.07
3. C 0.01
4. C -0.13
5. C 0.00
6. C -0.09
7. N -0.35
8. O 0.08
9. O 0.07
10. H 0.09
11. H 0.09
12. H 0.11
13. H 0.12
14. H 0.10
15. C -0.05
16. C -0.08
17. C 0.00
18. C -0.14
19. C -0.01
20. C -0.05
21. N -0.33
22. O 0.07
23. O 0.06
24. H 0.11
25. H 0.11
26. H 0.10
27. H 0.12
28. H 0.11
29. C -0.09
30. C -0.07
31. C 0.02
32. C -0.15
33. C 0.00
34. C -0.04
35. N -0.32
36. O 0.07
37. O 0.05
38. H 0.08
39. H 0.09
40. H 0.10
41. H 0.11
42. H 0.08
43. C -0.08
44. C -0.06
45. C -0.01
46. C -0.15
47. C 0.00
48. C -0.05
49. N -0.31
50. O 0.07
51. O 0.06
52. H 0.11
53. H 0.11
54. H 0.10
55. H 0.11
56. H 0.11
57. C -0.05
58. C -0.06
59. C 0.00
60. C -0.13
61. C -0.01
62. C -0.06
63. N -0.33
64. O 0.07
65. O 0.07
66. H 0.11
67. H 0.08
68. H 0.11
69. H 0.10
70. H 0.11
71. C -0.07
72. C -0.05
73. C 0.01
74. C -0.14
75. C 0.00
76. C -0.06
77. N -0.35
78. O 0.08
79. O 0.07
80. H 0.08
81. H 0.08
82. H 0.09
83. H 0.12
84. H 0.11
85. C -0.08
86. C -0.07
87. C -0.02
88. C -0.13
89. C 0.02
90. C -0.04
91. N -0.32
92. O 0.08
93. O 0.07
94. H 0.11
95. H 0.11
96. H 0.11
97. H 0.09
98. H 0.10
99. C -0.05

Repeat the second record exactly.
The following is a DFT calculation (ωB97M-V/def2-TZVPD) of an isolated molecule of C16H20ClNO6S.

Calculated values
* structure (SMILES): CCN(CC)S(=O)(=O)c1ccc(Cl)c(C(=O)O[C@@H]2C[C@H](C)OC2=O)c1
* frontier orbital gap: 9.360 eV

CARTESIAN COORDINATES (ANGSTROEM)
C1 2.79583 4.15165 -1.09332
C2 2.71746 3.16513 0.06936
N1 1.84091 3.57664 1.14352
C3 2.18177 4.76741 1.90631
C4 2.07577 4.49188 3.40148
S1 0.22277 3.28485 0.86139
O1 -0.13337 3.48287 -0.51454
O2 -0.53299 3.96862 1.86572
C5 0.17358 1.51766 1.19547
C6 0.50003 1.06689 2.46269
C7 0.47222 -0.28752 2.73266
C8 0.13307 -1.19583 1.73274
Cl1 0.09073 -2.85844 2.14330
C9 -0.19510 -0.74231 0.45157
C10 -0.60531 -1.61615 -0.68090
O3 -1.30825 -1.23930 -1.58425
O4 -0.07837 -2.84302 -0.62268
C11 -0.49520 -3.75572 -1.62767
C12 0.00970 -3.46358 -3.03835
C13 -1.25014 -3.53660 -3.92894
C14 -1.48213 -2.26640 -4.73488
O5 -2.36490 -3.73775 -3.05784
C15 -2.03623 -3.75663 -1.77781
O6 -2.81117 -3.82292 -0.87233
C16 -0.18192 0.63175 0.20432
H1 1.80223 4.29945 -1.50643
H2 3.44976 3.75798 -1.86721
H3 3.18646 5.11078 -0.76217
H4 2.32655 2.20878 -0.28737
H5 3.71187 2.99244 0.49471
H6 1.51105 5.58949 1.63863
H7 3.20440 5.05272 1.65113
H8 2.39936 5.36572 3.96115
H9 2.70269 3.64603 3.67419
H10 1.04260 4.27527 3.65579
H11 0.75973 1.78441 3.22365
H12 0.70870 -0.65868 3.71735
H13 -0.17814 -4.73304 -1.25126
H14 0.76431 -4.18055 -3.35466
H15 0.44006 -2.46336 -3.07903
H16 -1.21556 -4.40865 -4.59349
H17 -2.40064 -2.35546 -5.30768
H18 -0.65097 -2.10134 -5.41482
H19 -1.57522 -1.42316 -4.05487
H20 -0.45664 1.00355 -0.77138

For reference, the Löwdin charges in units of e are:
1. C -0.07
2. C -0.26
3. N -0.27
4. C -0.25
5. C -0.08
6. S 0.68
7. O -0.28
8. O -0.27
9. C -0.25
10. C -0.03
11. C -0.07
12. C -0.57
13. Cl 0.79
14. C -0.10
15. C -0.43
16. O 0.15
17. O 0.00
18. C -0.16
19. C -0.04
20. C -0.32
21. C -0.02
22. O 0.08
23. C -0.46
24. O 0.16
25. C 0.02
26. H 0.06
27. H 0.08
28. H 0.07
29. H 0.11
30. H 0.12
31. H 0.12
32. H 0.12
33. H 0.07
34. H 0.08
35. H 0.06
36. H 0.11
37. H 0.11
38. H 0.17
39. H 0.12
40. H 0.13
41. H 0.15
42. H 0.08
43. H 0.09
44. H 0.08
45. H 0.13